ORCA calculation (ωB97M-V/def2-TZVPD) on a 3-piece molecular cluster, C3H11NOSSi overall.

```
18
Properties=species:S:1:pos:R:3:nbo_charge:R:1
C 1.123 -2.070 0.588 -1.151
C 2.551 1.720 -0.163 -0.863
C -0.882 0.011 -0.573 -1.202
N -4.234 0.408 -0.170 -0.848
O -1.720 -1.696 1.690 -1.183
Si -0.662 -1.369 0.752 2.012
S -4.286 1.772 -0.811 0.448
H 1.160 -2.307 -0.467 0.241
H 1.951 -1.396 0.790 0.261
H 1.191 -2.942 1.231 0.254
H 3.466 2.028 0.386 0.225
H 2.015 0.763 -0.009 0.206
H 2.802 1.551 -1.144 0.216
H -1.883 0.165 -0.960 0.256
H -0.495 1.061 -0.269 0.263
H -0.359 -0.276 -1.503 0.243
H -3.538 0.127 0.517 0.404
H 1.799 2.451 0.115 0.217
```

LUMO (alpha / beta), eV: 0.26 / -1.04
HOMO energy (alpha / beta), eV: -8.1708 / -10.4044
HOMO-LUMO gap (alpha / beta), eV: 8.4333 / 9.3674
Expectation value of S²: 2.009
F_max, eV Å⁻¹: 6.34
Spin multiplicity: 3

---

ORCA calculation (ωB97M-V/def2-TZVPD) on one molecule with the formula C4H7NO4.

```
16
Properties=species:S:1:pos:R:3:nbo_charge:R:1
C -1.300 -2.068 0.076 -0.453
N 0.050 -1.553 0.010 -0.464
C 0.248 -0.414 -0.509 0.442
O -0.729 0.487 -0.642 -0.513
C -0.420 1.880 -0.545 0.235
O 0.559 2.144 0.398 -0.746
C 1.648 0.155 -0.269 0.770
O 2.326 0.709 -1.090 -0.505
O 1.954 -0.052 1.213 -0.752
H -1.931 -1.416 0.699 0.199
H -1.760 -2.113 -0.924 0.208
H -1.288 -3.078 0.501 0.207
H 0.011 2.178 -1.507 0.179
H -1.372 2.351 -0.274 0.170
H 0.628 1.589 1.392 0.524
H 1.376 -0.799 1.473 0.500
```

LUMO, eV: 0.40
HOMO energy, eV: -10.3170
HOMO-LUMO gap, eV: 10.7129
ΔE to the lowest compared entry with this formula, charge and spin, eV: 3.545
F_max, eV Å⁻¹: 5.02
Structure (SMILES): C/N=C(\OCO)C(=O)O

---

ORCA calculation (ωB97M-V/def2-TZVPD) on a 2-piece molecular cluster, C4H4N2O overall.

```
11
Properties=species:S:1:pos:R:3:nbo_charge:R:1
H 0.828 -0.653 2.559 0.350
N 0.303 -0.540 1.694 -0.650
C -0.367 0.535 1.751 0.283
N -1.193 0.980 0.730 -0.608
C -1.551 0.584 -0.363 0.931
O -2.009 0.350 -1.409 -0.470
H -0.373 1.226 2.597 0.169
C 0.967 -0.384 -2.430 -0.253
C 1.242 -0.865 -1.361 -0.244
H 0.723 0.033 -3.382 0.237
H 1.428 -1.266 -0.386 0.254
```

LUMO, eV: 0.81
HOMO energy, eV: -10.3913
HOMO-LUMO gap, eV: 11.2045
ΔE to the lowest compared entry with this formula, charge and spin, eV: 2.672
F_max, eV Å⁻¹: 0.93
Structure (SMILES): [H]/N=C/N=C=O.C#C

---

ORCA calculation (ωB97M-V/def2-TZVPD) on one molecule with the formula C5H10O.

```
16
Properties=species:S:1:pos:R:3:nbo_charge:R:1
C 1.354 2.023 0.116 -0.611
C 0.709 1.202 1.243 -0.459
C -0.283 0.166 0.814 -0.133
C -0.796 0.141 -0.481 -0.293
C -0.945 -1.257 -1.066 -0.106
O -0.107 -2.271 -0.565 -0.705
H 1.480 1.270 -0.669 0.216
H 2.312 2.481 0.324 0.217
H 0.592 2.704 -0.254 0.207
H 0.101 1.928 1.817 0.214
H 1.430 0.743 1.920 0.222
H -0.812 -0.526 1.469 0.197
H -1.650 0.739 -0.802 0.224
H -0.744 -1.180 -2.136 0.193
H -2.016 -1.531 -0.991 0.152
H -0.462 -2.569 0.274 0.465
```

LUMO, eV: 0.45
HOMO energy, eV: -7.6368
HOMO-LUMO gap, eV: 8.0868
ΔE to the lowest compared entry with this formula, charge and spin, eV: 3.837
F_max, eV Å⁻¹: 2.66
Structure (SMILES): CC/C=C/CO

---

ORCA calculation (ωB97M-V/def2-TZVPD) on C49H40CdN3O9PS as an isolated structure.

```
104
Properties=species:S:1:pos:R:3:nbo_charge:R:1
Cd 0.328 -0.107 0.377 1.711
O -5.404 -1.499 -0.355 -0.709
C -4.063 -1.267 -0.339 0.767
O -3.591 -0.455 0.404 -0.546
C -3.311 -2.106 -1.306 0.034
C -3.978 -2.961 -2.170 -0.220
C -3.230 -3.690 -3.079 -0.219
C -1.857 -3.569 -3.052 -0.159
C -1.261 -2.721 -2.115 0.094
N -1.978 -1.976 -1.277 -0.360
C 0.282 -2.769 -1.958 0.732
O 0.882 -3.369 -2.867 -0.739
O 0.733 -2.269 -0.908 -0.776
H -5.774 -0.898 0.304 0.493
H -5.055 -3.041 -2.124 0.223
H -3.715 -4.351 -3.787 0.200
H -1.210 -4.120 -3.719 0.237
O -1.930 0.436 2.555 -0.559
N -1.946 1.255 1.467 -0.092
C -2.199 2.466 1.738 -0.032
C -2.380 3.503 0.706 0.069
C -2.882 4.734 1.146 -0.235
C -3.228 5.738 0.263 -0.193
C -3.075 5.529 -1.102 -0.247
C -2.518 4.344 -1.549 -0.182
C -2.151 3.326 -0.670 -0.347
P -1.290 1.820 -1.328 0.868
C -2.430 1.305 -2.682 -0.341
C -3.800 1.555 -2.679 -0.155
C -4.617 1.056 -3.686 -0.240
C -4.079 0.292 -4.711 -0.227
C -2.720 0.005 -4.708 -0.207
C -1.912 0.495 -3.696 -0.209
C -0.040 2.758 -2.350 -0.343
C 1.069 3.217 -1.643 -0.143
C 2.073 3.938 -2.269 -0.209
C 1.975 4.234 -3.621 -0.221
C 0.863 3.809 -4.330 -0.217
C -0.135 3.073 -3.705 -0.238
H -1.576 -0.427 2.226 0.503
H -2.350 2.784 2.771 0.167
H -3.007 4.891 2.212 0.206
H -3.612 6.680 0.634 0.198
H -3.365 6.295 -1.811 0.200
H -2.349 4.221 -2.610 0.217
H -4.232 2.141 -1.878 0.214
H -5.680 1.267 -3.670 0.201
H -4.714 -0.089 -5.502 0.200
H -2.291 -0.612 -5.489 0.211
H -0.857 0.241 -3.679 0.229
H 1.131 3.015 -0.585 0.249
H 2.922 4.272 -1.684 0.222
H 2.760 4.787 -4.123 0.201
H 0.770 4.044 -5.385 0.196
H -0.987 2.751 -4.292 0.210
C 2.635 1.641 7.646 -0.618
C 2.512 1.794 6.150 -0.050
C 1.277 1.705 5.518 -0.220
C 1.163 1.867 4.142 -0.134
C 2.290 2.124 3.385 -0.249
C 3.531 2.189 3.997 -0.201
C 3.643 2.025 5.370 -0.232
S 2.179 2.538 1.602 1.531
O 2.185 4.032 1.670 -1.043
O 0.780 2.056 1.237 -1.137
N 2.172 -0.578 1.383 -0.934
C 1.881 -1.802 2.115 -0.353
C 0.464 -1.807 2.737 0.810
O 0.288 -2.446 3.773 -0.703
O -0.482 -1.175 2.113 -0.915
H 1.656 1.494 8.102 0.206
H 3.089 2.528 8.094 0.199
H 3.262 0.783 7.904 0.206
H 0.387 1.503 6.105 0.195
H 0.203 1.795 3.647 0.232
H 4.413 2.385 3.394 0.205
H 4.619 2.080 5.844 0.187
H 2.569 -1.968 2.949 0.187
H 1.912 -2.702 1.472 0.187
C 4.683 1.874 -5.888 -0.251
C 3.417 1.357 -6.118 -0.219
C 2.739 0.688 -5.110 -0.223
C 3.313 0.509 -3.851 0.064
C 4.602 1.010 -3.642 -0.215
C 5.275 1.688 -4.642 -0.218
C 2.582 -0.201 -2.795 -0.357
C 3.112 -0.692 -1.704 0.150
C 3.576 -1.231 -0.613 -0.051
C 3.477 -0.483 0.738 -0.146
C 4.554 -0.966 1.673 -0.130
C 5.124 -2.167 1.560 -0.279
C 4.818 -3.040 0.432 -0.243
C 4.090 -2.598 -0.601 -0.179
H 5.204 2.421 -6.665 0.194
H 2.952 1.479 -7.090 0.197
H 1.747 0.293 -5.298 0.207
H 5.062 0.862 -2.671 0.223
H 6.270 2.076 -4.455 0.199
H 1.526 -0.397 -2.986 0.222
H 3.635 0.575 0.529 0.213
H 4.758 -0.325 2.526 0.203
H 5.824 -2.523 2.310 0.189
H 5.207 -4.052 0.438 0.192
H 3.847 -3.228 -1.449 0.219
```

LUMO, eV: 3.91
HOMO energy, eV: -1.6529
HOMO-LUMO gap, eV: 5.5646
Total charge: -2
F_max, eV Å⁻¹: 3.38

---

ORCA calculation (ωB97M-V/def2-TZVPD) on C28H35N5OP2Pt as an isolated structure.

```
72
Properties=species:S:1:pos:R:3:lowdin_spin:R:1
Pt 1.643 2.420 -1.735 1.261
C -1.349 4.195 2.606 0.000
C -0.469 3.189 2.914 0.000
C -0.710 1.730 2.716 0.000
C -0.841 1.139 1.268 -0.001
C -2.018 1.571 0.416 0.001
C -2.961 2.456 0.760 0.000
C -3.431 2.668 2.159 0.000
C -2.892 4.033 2.620 0.000
C 0.308 3.751 -2.647 0.166
H -1.023 5.253 2.509 0.000
H 0.277 3.321 3.733 0.000
H -1.606 1.432 3.277 0.000
H 0.113 1.199 3.202 0.000
H 0.169 1.279 0.806 -0.002
H -0.938 0.045 1.376 0.000
H -1.894 1.201 -0.617 0.001
H -3.506 3.024 -0.020 0.000
H -2.958 1.911 2.807 0.000
H -4.543 2.560 2.181 0.000
H -3.387 4.859 2.072 0.000
H -3.257 4.123 3.655 0.000
H -0.388 3.832 -1.762 0.010
H -0.219 3.401 -3.590 0.027
H 0.844 4.738 -2.762 0.008
P -0.042 -0.275 -2.052 0.094
P 1.895 -0.811 1.005 -0.001
N -1.785 -0.866 -2.406 0.019
N 0.474 -1.090 -3.517 0.001
N 0.772 -1.797 2.026 0.000
N 3.315 -1.714 1.755 0.000
C 0.237 -1.732 -0.953 0.009
C 1.677 -1.900 -0.441 0.000
C -2.773 0.019 -2.814 0.001
C -3.945 -0.703 -3.047 0.000
C -3.687 -2.071 -2.766 0.001
C -2.349 -2.140 -2.379 0.003
C 1.227 -0.466 -4.510 0.015
C 1.467 -1.377 -5.534 0.001
C 0.870 -2.613 -5.142 0.001
C 0.249 -2.410 -3.924 0.000
C 0.246 -1.342 3.252 0.000
C -0.519 -2.346 3.838 0.000
C -0.437 -3.471 2.950 0.000
C 0.306 -3.102 1.842 0.000
C 3.501 -2.938 2.424 0.000
C 4.862 -3.259 2.412 0.000
C 5.540 -2.191 1.721 0.000
C 4.580 -1.256 1.367 0.000
H -0.056 -2.691 -1.410 0.002
H -0.483 -1.556 -0.138 0.000
H 1.877 -2.971 -0.244 0.000
H 2.422 -1.572 -1.185 0.000
H -2.578 1.080 -2.897 0.000
H -4.879 -0.317 -3.397 0.000
H -4.338 -2.935 -2.822 0.000
H -1.765 -3.006 -2.115 0.000
H 1.514 0.559 -4.362 0.021
H 1.998 -1.187 -6.449 0.000
H 0.886 -3.561 -5.662 0.000
H -0.334 -3.102 -3.334 0.000
H 0.482 -0.352 3.600 0.000
H -1.055 -2.291 4.792 0.000
H -0.845 -4.449 3.148 0.000
H 0.493 -3.629 0.929 0.000
H 2.671 -3.471 2.877 0.000
H 5.324 -4.145 2.833 0.000
H 6.607 -2.130 1.513 0.000
H 4.657 -0.295 0.875 0.000
O 2.433 5.619 1.023 0.080
C 2.252 4.844 0.131 0.068
N 2.071 4.075 -0.757 0.213
```

LUMO (alpha / beta), eV: -1.31 / -2.57
HOMO energy (alpha / beta), eV: -7.9539 / -8.3582
HOMO-LUMO gap (alpha / beta), eV: 6.6400 / 5.7909
Expectation value of S²: 2.009
ΔE to the lowest compared entry with this formula, charge and spin, eV: 3.041
F_max, eV Å⁻¹: 4.81
Spin multiplicity: 3

---

| no. | DFT total energy (a.u.) |
| --- | --- |
| 1 | -938.48227 |
| 2 | -512.25220 |
| 3 | -339.48347 |
| 4 | -271.61161 |
| 5 | -3639.93379 |
| 6 | -2238.68499 |